18
Properties=species:S:1:pos:R:3 method="wB97M-V/def2-TZVPD" e_lumo_ev=0.48 homo_lumo_gap_ev=9.981 total_charge=0 energy_ha=-456.1270 smiles="[H]/N=C(/O)C[C@H](N)C#CC#C" de_lowest_kcal_mol=104.9
O 3.140 1.343 -0.672
N 3.112 -0.113 0.901
N 0.416 -1.774 -0.677
C 0.135 -0.642 0.196
C -4.998 0.574 -0.030
C 0.942 0.637 -0.106
C -3.824 0.272 0.033
C -1.303 -0.331 0.162
C -2.488 -0.069 0.123
C 2.430 0.401 -0.069
H 0.686 1.416 0.629
H -6.049 0.807 -0.051
H 0.356 -0.962 1.228
H 1.362 -2.113 -0.530
H 0.692 1.011 -1.107
H 0.328 -1.508 -1.655
H 3.945 1.361 0.092
H 2.569 -0.745 1.483